(1)
The following is a DFT calculation (ωB97M-V with the def2-TZVPD basis set) of 10 unconnected molecules or ions with the total composition C25H75N15O10 in a non-equilibrium geometry.

total charge: +1
relative energy (zero: lowest compared OMol25 entry of this formula, charge and spin): 1.1969 eV
largest force on an atom: 6.591 eV/A
electronic energy: -69958.3221 eV
orbital gap (alpha / beta): 8.41 / 3.02 eV
spin multiplicity: 2

Geometry as XYZ:
```
125
Properties=species:S:1:pos:R:3:forces:R:3
C 1.5480 4.9209 1.1455 -2.6921 1.9884 -0.2808
O 0.4444 5.2383 0.6826 0.7763 -1.0620 -0.0453
N 2.3623 5.8406 1.5953 1.7249 1.9598 0.4976
N 1.9918 3.7106 1.3796 0.5347 -3.2489 -0.1556
H 3.2601 5.5550 1.9594 -0.1861 0.8220 0.0603
H 2.0534 6.7997 1.5260 0.4759 -0.1313 0.0138
H 2.9451 3.6218 1.7013 -0.4579 -0.6288 0.0504
H 1.3349 2.9436 1.3645 0.4689 0.1789 0.0120
C 4.0172 -1.0569 -3.8012 -2.7920 2.9746 -1.6278
O 3.7888 0.0579 -4.2737 -0.3387 0.0300 -0.2331
N 5.1760 -1.4775 -3.5102 6.2976 -1.0277 1.3047
N 3.1026 -1.9647 -3.5595 -3.9653 -2.1625 1.0239
H 5.3398 -2.2530 -2.8842 0.0551 -0.1700 -0.5644
H 5.9551 -0.9809 -3.9182 -0.0620 -0.0398 0.4767
H 3.3177 -2.8490 -3.1215 0.4309 -0.0468 -0.4505
H 2.1343 -1.8496 -3.8227 0.2679 0.3243 0.0026
C 4.3406 -4.3465 -1.1995 -0.2917 -0.6483 -1.4445
O 4.6052 -4.2950 -2.3995 0.1315 0.1370 0.4180
N 3.0995 -4.2187 -0.7122 -1.7066 0.6535 0.2450
N 5.1718 -4.6483 -0.2192 2.8868 -0.4782 1.6479
H 3.0503 -3.9877 0.2698 -0.7866 -0.1367 -0.2725
H 2.3461 -4.0657 -1.3673 0.0949 0.2240 0.4334
H 6.1033 -4.9991 -0.3903 -0.1851 0.3359 -0.3379
H 4.9306 -4.6095 0.7608 -0.1966 -0.1308 -0.3219
C 0.2852 -3.7778 2.0147 3.6698 -2.3859 3.1175
O 1.0734 -3.7827 2.9354 1.0535 0.9049 1.3440
N -0.3961 -2.7769 1.6283 -3.3916 5.3390 -1.8516
N 0.1261 -4.8341 1.2956 -0.9246 -3.5848 -3.0025
H -1.1817 -2.9904 1.0304 -0.1458 0.6079 0.2292
H -0.4572 -1.9775 2.2426 -0.7318 -0.4944 0.3842
H 0.7063 -5.6462 1.4504 -0.2895 0.1762 -0.0474
H -0.4848 -4.7660 0.4942 0.3211 -0.7501 0.0281
C -2.9327 5.5416 -0.9373 -2.0127 1.9835 -0.6510
O -4.1257 5.8269 -0.9521 -0.2155 -0.6667 0.6594
N -2.1195 5.4802 0.0803 0.1460 -0.9496 3.6139
N -2.2347 5.5205 -2.0525 0.9510 -0.6506 -3.1471
H -2.5719 5.3842 0.9782 0.4405 0.1250 0.0188
H -1.1264 5.3231 -0.0149 -0.3018 0.0964 0.4049
H -2.7493 5.8413 -2.8602 0.6597 -0.3611 -0.2124
H -1.2891 5.1675 -2.0160 -0.2498 0.4747 -0.7698
C 6.0031 -1.0944 1.3984 -1.1830 1.1979 -0.8723
C 5.5624 -0.6097 2.7600 -0.0667 -0.9986 1.6344
C 4.0797 -0.3419 3.0664 -0.5069 0.6494 -0.2618
O 3.8486 0.0406 4.4558 0.8669 -0.7834 -1.2285
C 2.5263 0.4791 4.7111 0.9531 0.3442 -0.4316
N 5.9498 -1.7302 3.5917 0.2502 -0.5595 0.8260
H 5.7582 -0.3206 0.6708 0.2470 -0.0439 -0.4543
H 5.4782 -2.0070 1.1160 0.0289 -0.0518 0.0967
H 7.0769 -1.2799 1.3750 -0.0913 0.0921 0.0694
H 6.1367 0.2564 3.0890 -0.1297 0.5775 -0.3967
H 3.4021 -1.1341 2.7481 0.2449 -1.0120 0.6002
H 3.7237 0.4081 2.3600 0.0670 1.2036 0.1719
H 2.3988 0.7046 5.7699 0.1693 -0.4577 0.0334
H 1.8115 -0.2676 4.3655 -0.3178 0.0807 0.0171
H 2.4565 1.4457 4.2121 -0.7550 0.1630 -0.3796
H 5.8234 -1.5133 4.5700 -0.0581 -0.0448 0.2384
H 6.9420 -1.8433 3.4406 0.1997 -0.3711 0.3060
C 2.2155 -0.8891 -0.0153 -1.2215 1.0133 -1.4932
C 1.0113 0.1173 0.0933 2.7788 -0.1177 0.3989
C -0.3032 -0.1320 -0.7550 -2.3019 1.0143 -0.5994
O -1.2292 0.9950 -0.7578 1.6103 -2.2434 0.6808
C -0.8353 2.1283 -1.4755 0.3999 0.7408 -1.4306
N 0.6547 0.1887 1.4215 -2.1077 -1.0437 0.1346
H 1.9582 -1.8763 0.3685 0.0134 0.0785 -0.1222
H 3.1191 -0.4939 0.4487 -0.3101 0.0723 0.2399
H 2.4119 -0.8797 -1.0874 0.3121 -0.7402 -0.0902
H 1.3959 1.1132 -0.1267 -0.2015 0.3573 -0.9419
H -0.8888 -0.9705 -0.3780 0.1591 0.1564 0.6376
H -0.0833 -0.4770 -1.7653 0.8501 0.5279 -0.3386
H -0.0724 2.6823 -0.9286 -0.1106 0.3555 0.0464
H -1.6879 2.7392 -1.7721 -0.3466 0.0990 1.0571
H -0.4721 1.9209 -2.4820 0.6217 -0.6948 0.0416
H 0.5868 -0.7355 1.8233 0.7941 -0.1301 0.8961
H -0.2147 0.6694 1.6037 -0.2629 0.9935 0.6800
C -4.8673 1.7791 -0.0584 -0.0601 -0.7648 -0.3226
C -4.7102 0.2516 -0.1258 -3.0707 -0.5911 1.6352
C -6.0878 -0.5472 -0.3311 0.5377 0.6413 0.6781
O -6.9260 -0.4308 0.8087 -0.7965 0.5631 -0.7357
C -8.2855 -0.7714 0.5287 -0.6449 -0.0251 1.4220
N -3.8770 -0.1475 -1.1778 2.1343 -0.4091 -1.4052
H -3.9034 2.2499 0.1345 0.2044 0.0001 -0.1614
H -5.5154 2.0984 0.7578 -0.2257 -0.1627 -0.2169
H -5.2349 2.1026 -1.0322 -0.0998 0.3642 0.1423
H -4.3162 -0.0748 0.8367 -0.0527 -0.1525 0.5172
H -5.9717 -1.6255 -0.4407 0.8872 -0.2426 -0.3063
H -6.5806 -0.2318 -1.2508 -0.0514 0.4944 -0.0566
H -8.4626 -1.7148 0.0121 0.5771 -0.1859 -0.1445
H -8.9546 -0.0385 0.0778 0.8092 0.6499 -0.7250
H -8.7710 -0.8504 1.5014 0.2293 -0.3818 0.2292
H -2.9638 0.2347 -0.9776 0.0548 0.7871 -0.4523
H -3.6194 -1.1201 -1.0902 -0.7241 -0.7012 -0.1496
C -1.6004 2.5420 2.8964 -0.7454 -0.3987 0.8531
C -2.1971 1.9794 4.2185 -0.1172 0.0593 -2.1372
C -1.4668 0.6412 4.5494 -1.6175 0.6190 0.0984
O -1.6139 -0.4446 3.6021 -0.9774 -0.0359 0.0913
C -2.9407 -1.1119 3.6363 0.7177 0.2283 -0.8505
N -2.1406 2.9963 5.2585 0.2593 -1.0046 -0.1433
H -2.0687 3.4664 2.5585 0.2137 0.1254 0.3434
H -1.8045 1.8342 2.0930 0.2812 -0.2364 -0.1347
H -0.5391 2.6637 3.1129 0.2832 0.2656 -0.4947
H -3.2516 1.7756 4.0328 -0.1332 -0.1204 0.0739
H -1.9528 0.3340 5.4754 0.6473 -0.3138 0.4270
H -0.4246 0.9422 4.6555 0.2558 -0.7502 0.1257
H -2.9461 -1.8716 2.8547 0.4647 0.0122 -0.1161
H -3.7604 -0.4583 3.3378 0.1541 0.3963 0.3865
H -3.1855 -1.6699 4.5401 0.4320 0.5137 0.4330
H -1.1797 3.2830 5.3792 0.2886 0.2721 0.0935
H -2.3864 2.5120 6.1101 -0.2144 0.3127 0.5502
C -0.5213 -2.1808 -7.1812 0.3393 0.3589 1.0483
C -0.8364 -0.9227 -6.3394 -1.0566 -0.8220 -1.5239
C -0.1931 -0.8521 -4.9553 0.1767 0.4850 -1.2484
O -0.3016 -1.9708 -4.1297 -0.8548 -1.0932 0.6665
C -1.6630 -2.2605 -3.7346 0.7342 0.5569 -0.6237
N -0.5131 0.2343 -7.1659 0.5722 0.8248 0.3530
H -0.7230 -2.0439 -8.2436 -0.4025 0.1109 0.1765
H -1.1092 -2.9934 -6.7544 0.2248 -0.3428 -0.3314
H 0.5465 -2.3931 -7.1270 0.0401 -0.2153 0.1533
H -1.9230 -0.8700 -6.2717 -0.3629 -0.5161 0.7473
H -0.6575 0.0127 -4.4813 0.1611 0.4170 0.3940
H 0.8736 -0.7005 -5.1202 0.0964 0.3120 0.1573
H -2.0778 -1.3583 -3.2851 -0.2331 0.0596 0.3601
H -1.6704 -3.1092 -3.0507 0.1590 0.1203 -0.0453
H -2.2890 -2.4789 -4.5998 0.0482 -0.2077 -0.0347
H -1.2462 0.3236 -7.8549 0.0657 -0.2826 -0.4638
H -0.6746 1.0734 -6.6276 0.3329 0.4012 0.3319
```
Positions in Å, forces in eV/Å.

(2)
The following is a DFT calculation (ωB97M-V with the def2-TZVPD basis set) of 2 unconnected molecules or ions with the total composition C21H31Cl3N3O5S in a non-equilibrium geometry.

total charge: +1
largest force on an atom: 3.412 eV/A
electronic energy: -85376.6489 eV
orbital gap: 5.94 eV
spin multiplicity: 1

Geometry as XYZ:
```
64
Properties=species:S:1:pos:R:3:forces:R:3
C -2.9855 -0.7753 -4.4760 0.2410 -0.9397 0.0396
C -3.7050 -2.1988 -4.4086 1.0515 0.6424 0.2873
C -2.5571 -3.3011 -4.2680 -0.7118 0.9659 -1.1720
O -2.9012 -4.3055 -3.2598 1.0593 1.0952 1.0468
C -2.4583 -3.9186 -2.0207 0.3531 0.3320 1.4278
C -1.0101 -3.9634 -1.7608 -1.4063 0.2135 0.4652
N -0.4470 -3.5963 -0.5538 -2.0590 -0.2956 -0.1486
C 1.0498 -3.6293 -0.3808 0.7258 0.9589 -0.4360
C 1.4612 -2.3093 0.3809 0.5455 -1.0582 0.5057
C 3.0005 -1.9687 0.3204 -0.3842 0.9823 0.5915
C 3.2889 -0.9657 1.5382 -0.6560 0.2403 -0.9320
C 4.3312 0.1603 1.1809 -0.5367 -0.2099 1.3228
C 4.4291 1.2275 2.3711 0.7624 -0.3290 -0.2888
C 4.6909 2.6887 1.8104 0.9862 -0.7246 0.5726
S 3.2962 3.8505 2.1024 0.0620 0.4968 0.3041
C 3.5504 4.7245 3.6556 1.4931 -0.5136 0.9660
N 4.4853 4.5972 4.6167 -2.4670 0.5256 -2.2972
N 4.1527 5.5516 5.5482 -2.1575 1.6533 -0.0968
C 3.0575 6.1987 5.1530 2.0324 -1.5512 0.0487
O 2.6284 5.7033 3.9168 0.9257 -0.2358 0.8595
C -1.2748 -3.1884 0.4764 -2.3464 -0.0368 -0.2406
C -2.7324 -3.1040 0.3304 1.3767 -0.6764 -2.0756
C -3.3806 -3.4544 -0.9536 2.7023 0.7283 1.1020
C -4.9093 -3.3647 -1.1988 0.0594 -1.0610 -0.3324
O -5.4256 -4.2871 -1.7583 0.2421 0.6782 0.1594
O -5.7034 -2.2792 -0.8605 0.2867 -1.1123 -1.3260
O -5.3141 -1.7299 0.3437 1.2399 0.8207 1.4866
C -5.0632 -0.3083 0.2258 0.0598 1.4471 -0.3014
C -4.4982 0.1556 -1.1640 -0.0196 0.7108 0.7569
H -3.6993 0.0781 -4.3752 0.6233 -0.7285 -0.4062
H -2.3697 -0.7403 -5.4162 -0.7421 0.3653 0.7977
H -2.2496 -0.7128 -3.6237 -0.7549 0.0358 -0.6983
H -4.3453 -2.1751 -3.4825 0.4305 -0.3785 -1.0767
H -4.3109 -2.3855 -5.3380 0.4186 0.1645 1.1793
H -1.6060 -2.7568 -4.0267 -0.6928 -0.7343 0.1152
H -2.3898 -3.8256 -5.2454 -0.2977 0.2323 1.0777
H -0.2927 -4.3041 -2.5464 -0.8840 0.3559 0.7685
H 1.5089 -3.6287 -1.4128 -0.6836 0.0332 1.0245
H 1.3897 -4.5758 0.1094 -0.5767 0.8656 -0.1562
H 1.2057 -2.4510 1.4713 0.1536 0.2362 -1.0870
H 0.8554 -1.4588 -0.0226 0.5690 -0.6443 0.3428
H 3.1793 -1.3907 -0.6251 0.0822 -0.7810 0.6936
H 3.6737 -2.8619 0.3827 -0.7173 0.6869 -0.2181
H 2.3008 -0.4355 1.7065 1.0619 -0.4692 0.0803
H 3.5245 -1.5390 2.4727 -0.0355 0.5702 -0.8144
H 5.3448 -0.3075 1.0462 -0.9577 0.6169 -0.3045
H 3.9557 0.6820 0.2608 0.5693 -0.5898 0.6260
H 3.5317 1.2089 3.0398 0.6505 0.0159 -0.7292
H 5.3100 0.9128 3.0014 -0.9504 0.4599 -0.4739
H 4.8439 2.5840 0.6973 -0.4658 0.6301 1.0867
H 5.6516 3.1086 2.2196 -1.1040 -0.2491 -0.3106
H 2.5216 7.0256 5.6743 0.5158 -1.0036 -0.8045
H -0.8790 -2.8997 1.4811 0.0518 -0.4413 -1.3784
H -3.3449 -2.7385 1.1862 0.7025 -0.4495 -0.8803
H -4.2865 -0.0345 1.0002 -0.7983 -0.7295 -0.6549
H -5.9936 0.2449 0.5421 0.7633 -0.6333 -0.6633
H -3.4174 -0.1395 -1.2217 -1.0229 0.0199 -0.3391
H -4.5057 1.2854 -1.1559 0.0068 -1.1582 0.0569
H -5.1092 -0.1520 -2.0461 0.6220 0.0189 0.8292
C 2.1637 8.3552 1.5479 0.0071 0.0805 -0.0216
Cl 0.7962 9.4671 1.4142 0.0520 -0.0909 0.0360
Cl 2.4463 7.5277 0.0115 -0.0174 -0.0150 0.0941
Cl 3.6165 9.2152 2.0685 -0.0786 -0.1066 0.0222
H 1.9237 7.6075 2.2973 0.0387 0.0677 -0.1087
```
Positions in Å, forces in eV/Å.

(3)
The following is a DFT calculation (ωB97M-V with the def2-TZVPD basis set) of a gas-phase ion, C8H8ClO2S (charge -1) in a non-equilibrium geometry.

total charge: -1
structure (SMILES): CC[C@](Cl)(C(=O)[O-])c1cccs1
relative energy (zero: lowest compared OMol25 entry of this formula, charge and spin): 0.0000 eV
largest force on an atom: 4.125 eV/A
electronic energy: -35879.0383 eV
orbital gap: 7.84 eV
spin multiplicity: 1

Geometry as XYZ:
```
20
Properties=species:S:1:pos:R:3:forces:R:3
C -1.4318 -1.9237 1.3991 -0.1500 -0.0206 0.1083
C -0.7774 -0.6712 1.3871 -0.4596 -1.3598 -0.8805
C -1.0659 -2.7234 0.3739 1.7645 3.1762 0.1646
C 0.0733 -0.5756 0.3124 0.4193 1.0194 1.3203
C 2.3860 -0.0832 -0.4666 0.1264 0.7832 0.3012
C -0.9490 1.8465 -0.6819 1.8632 -1.7978 -0.7219
C 0.5100 1.4245 -1.1821 -2.6660 0.4490 2.7246
C 0.9966 0.5292 -0.0399 1.8949 0.5182 0.6471
O 3.3375 0.6323 -0.2168 1.4117 0.6496 0.0339
O 2.3576 -1.1727 -1.0604 -0.1470 -0.4120 -0.6261
S 0.2298 -2.0168 -0.5489 -1.5328 -1.2882 -0.1368
Cl 1.3140 1.5755 1.4300 -0.3471 -0.1077 0.0111
H -2.1247 -2.1694 2.1801 -0.3437 -0.2653 0.1733
H -1.0732 -0.0386 2.1804 0.4736 1.3682 0.2284
H -1.3681 -3.6362 0.1174 -1.2536 -3.6128 -0.7244
H -0.9731 2.4811 0.1649 0.5675 0.2550 1.1515
H -1.6270 1.0343 -0.5670 -0.2286 -0.8782 0.4518
H -1.3815 2.3935 -1.4017 -1.6229 2.2967 -3.0180
H 0.6096 0.7044 -1.9535 -0.7737 -0.1741 -1.5997
H 0.9573 2.3894 -1.4264 1.0040 -0.5991 0.3914
```
Positions in Å, forces in eV/Å.